No. 1
{"formula": "ClH5N3PS", "method": "ωB97M-V with the def2-TZVPD basis set", "symbols": ["H", "H", "P", "H", "N", "S", "N", "H", "N", "Cl", "H"], "positions_angstrom": [[-1.248, 0.835, -1.446], [1.149, 0.623, -0.164], [-0.770, -0.650, 0.115], [-0.509, 0.933, 1.900], [-1.443, 0.758, -0.510], [-1.587, -2.483, -0.152], [1.031, -0.185, -0.805], [-0.745, -0.729, 2.482], [-0.551, -0.147, 1.705], [-3.113, 1.149, -0.193], [1.735, -0.913, -0.437]], "multiplicity": 1, "gap_ev": 9.29, "smiles": "NP(N)(=S)NCl", "charge": 0, "relative_energy_ev": 1.264}

No. 2
{"formula": "C4H8O2", "method": "ωB97M-V with the def2-TZVPD basis set", "symbols": ["H", "H", "C", "O", "H", "H", "C", "H", "O", "H", "C", "C", "H", "H"], "positions_angstrom": [[-0.542, -1.594, 0.839], [0.116, 2.510, -0.957], [0.384, -1.121, 1.209], [0.852, -0.325, -1.447], [0.392, -1.201, 2.298], [1.545, -1.573, -0.231], [0.269, 0.454, -0.708], [-0.501, 0.879, 1.252], [1.534, -1.763, 0.723], [1.261, 0.857, 1.131], [-0.460, 1.644, -1.266], [0.345, 0.349, 0.797], [-0.483, 1.576, -2.354], [-1.470, 1.754, -0.850]], "multiplicity": 1, "gap_ev": 10.72, "smiles": "CC(=O)CCO", "charge": 0, "relative_energy_ev": 0.818}

No. 3
{"formula": "C30H30CaN8O6STe", "method": "ωB97M-V with the def2-TZVPD basis set", "symbols": ["C", "C", "H", "H", "H", "H", "C", "H", "H", "O", "O", "C", "C", "H", "O", "C", "H", "C", "Ca", "O", "C", "H", "C", "H", "N", "H", "C", "H", "N", "C", "H", "C", "C", "H", "H", "N", "N", "H", "C", "H", "C", "H", "H", "C", "C", "Te", "C", "N", "C", "C", "H", "H", "H", "N", "C", "H", "C", "H", "H", "O", "H", "N", "C", "H", "H", "H", "O", "C", "C", "N", "H", "S", "C", "C", "C", "C", "C"], "positions_angstrom": [[-1.236, -1.777, -2.687], [-3.927, 0.876, -2.493], [0.745, -4.250, -3.397], [1.096, 2.646, 2.763], [5.810, 1.230, 3.147], [0.807, 2.803, -0.083], [-1.319, -3.596, 0.104], [4.547, 0.117, -2.465], [-4.174, 1.731, -1.876], [0.287, 0.668, 1.652], [-1.789, -2.416, 0.328], [-2.772, 0.130, -2.097], [3.078, 3.231, 3.380], [4.241, -0.801, -0.967], [-2.109, 0.476, -1.077], [0.739, -2.431, -2.102], [1.986, -3.474, 1.201], [4.405, 2.831, 3.477], [-0.803, -0.445, 0.148], [1.317, 1.072, -1.887], [0.014, -3.997, 0.460], [2.922, -0.505, -2.128], [3.841, 0.669, 2.556], [-0.578, 8.781, 1.290], [-2.870, -1.603, 2.853], [1.683, -2.402, -1.586], [-0.478, 7.759, 0.958], [-3.430, -2.080, 3.533], [3.427, 1.142, -1.010], [0.381, 7.220, 0.052], [-5.539, 1.166, -3.858], [0.205, 5.824, -0.123], [2.495, 1.075, 2.441], [-3.124, -4.278, -0.820], [1.398, -5.620, 0.605], [1.811, -1.049, 1.597], [0.780, -1.811, 1.121], [-2.966, -2.131, -4.677], [-1.706, -5.883, -0.691], [-2.461, -2.113, 2.058], [-4.682, 0.555, -3.592], [-2.363, -6.603, -1.169], [5.152, 3.511, 3.873], [3.817, -0.083, -1.673], [0.305, -3.352, -3.000], [-1.341, 3.234, 0.795], [1.435, 0.209, 1.852], [-0.216, -1.472, -1.902], [-2.132, -4.585, -0.506], [0.401, -5.328, 0.286], [2.442, 2.886, 0.425], [3.945, 1.402, -0.188], [-4.451, -0.029, 4.091], [1.820, 2.671, -0.338], [4.782, 1.562, 3.069], [0.798, 5.228, -0.803], [2.139, 2.356, 2.862], [-0.106, -7.304, -0.385], [-4.928, -0.800, -5.264], [4.258, -0.556, 2.184], [2.778, 4.223, 3.694], [-0.952, -2.929, -3.370], [-0.435, -6.277, -0.272], [3.415, -1.035, 1.875], [1.124, 7.804, -0.479], [-3.821, 1.401, 3.398], [-2.449, 0.351, 1.740], [-3.239, -1.296, -4.040], [-2.976, -0.267, 2.656], [-3.687, 0.429, 3.628], [-1.580, -3.442, -3.957], [-1.518, 6.529, 1.600], [-0.784, 5.256, 0.644], [2.104, 1.578, -1.094], [-2.440, -0.996, -2.931], [0.995, -3.063, 0.972], [-4.347, -0.548, -4.385]], "multiplicity": 1, "gap_ev": 4.87, "charge": -2, "relative_energy_ev": 1.741}

No. 4
{"formula": "C26H23Br2N8OSSc", "method": "ωB97M-V with the def2-TZVPD basis set", "symbols": ["H", "H", "C", "C", "Br", "H", "N", "O", "N", "H", "C", "C", "H", "N", "C", "S", "H", "C", "H", "C", "C", "H", "C", "H", "C", "C", "H", "C", "H", "C", "H", "C", "C", "C", "C", "C", "H", "Sc", "H", "H", "C", "N", "H", "N", "H", "N", "H", "H", "C", "Br", "N", "C", "C", "H", "C", "C", "H", "C", "H", "N", "H", "C"], "positions_angstrom": [[-0.845, -5.366, -4.136], [1.577, 5.316, -3.311], [-3.487, -2.491, 3.020], [-2.776, -2.043, 4.110], [-4.202, -2.554, 0.229], [3.096, -3.506, -1.638], [0.679, -1.548, -0.953], [-1.858, -0.673, 0.310], [-3.668, 1.487, -0.266], [1.483, -5.203, -3.328], [-2.125, -1.162, 1.508], [2.115, 1.966, -0.907], [-0.696, 5.315, -4.260], [2.211, -3.030, -1.565], [-1.334, -0.763, 2.628], [-1.442, 2.529, 0.697], [-3.210, 0.582, -0.150], [0.900, 4.500, -3.119], [3.459, -1.815, 0.617], [1.946, -1.910, -0.864], [-1.527, -3.618, -3.104], [4.023, 1.194, -0.286], [-1.269, 3.432, -3.420], [-1.194, -0.813, 6.024], [0.426, 0.516, 3.372], [-0.377, 4.488, -3.646], [3.083, 2.009, 0.967], [3.007, 1.324, 0.114], [3.778, -0.847, -0.822], [0.103, 0.265, 4.708], [-4.302, -3.184, 3.162], [-3.185, -2.033, 1.738], [-0.920, 2.344, -2.649], [0.740, -4.484, -3.027], [-1.691, -1.141, 3.952], [-0.938, -0.582, 5.001], [1.257, 1.171, 3.129], [-0.194, 0.164, 0.094], [-3.164, 4.586, 0.435], [-4.616, 3.878, -0.180], [2.992, -1.141, -0.111], [2.367, 3.116, -1.566], [0.682, 0.724, 5.493], [2.429, 0.045, 0.561], [3.201, 3.682, -1.505], [0.919, 1.481, -1.186], [-1.588, 1.502, -2.475], [-2.526, -3.717, -3.495], [-1.228, -2.558, -2.271], [-3.270, -2.662, 5.834], [-3.652, 3.771, 0.100], [0.076, -2.480, -1.790], [-3.046, 2.589, 0.144], [2.604, -0.054, 1.560], [1.042, -3.429, -2.179], [0.348, 2.367, -2.081], [-4.636, 1.497, -0.552], [-0.564, -4.564, -3.472], [-1.973, -1.821, -1.994], [-0.245, 0.015, 2.347], [-2.247, 3.478, -3.870], [1.250, 3.421, -2.319]], "multiplicity": 1, "gap_ev": 7.43, "charge": 2, "relative_energy_ev": 0.836}

No. 5
{"formula": "C22H14Co2O7", "method": "ωB97M-V with the def2-TZVPD basis set", "symbols": ["O", "C", "H", "C", "H", "O", "H", "C", "Co", "H", "C", "H", "H", "C", "C", "H", "C", "C", "C", "H", "C", "H", "C", "O", "O", "C", "H", "O", "C", "H", "H", "O", "C", "C", "C", "O", "C", "Co", "C", "C", "C", "C", "C", "H", "H"], "positions_angstrom": [[1.606, 0.140, 2.630], [0.276, 0.153, 0.532], [-0.313, -0.386, 2.504], [-0.555, 2.373, 1.574], [4.791, -1.868, 6.362], [2.579, 3.545, 0.098], [0.870, -3.202, -3.719], [2.270, -1.606, -4.159], [0.178, 1.873, 0.078], [2.490, 1.326, -2.411], [1.641, 2.868, 0.078], [3.478, 1.849, 1.969], [-0.751, -1.529, 1.219], [2.799, -0.067, 4.704], [4.067, -0.160, 5.255], [6.150, 0.327, 5.013], [1.173, -0.312, -1.906], [2.712, -0.327, -3.798], [4.942, 1.158, 3.411], [3.496, 0.166, -4.376], [-0.885, 2.614, -1.119], [3.380, -1.075, 7.083], [4.315, -0.895, 6.545], [3.877, -0.763, 0.441], [-1.062, 2.717, 2.554], [0.039, -0.810, 1.561], [5.782, 1.654, 2.926], [1.989, -4.783, 0.174], [1.244, -2.219, -3.429], [2.716, -2.120, -5.012], [1.935, -0.487, 5.216], [1.544, -3.048, 4.193], [2.160, 0.325, -2.699], [0.693, -1.577, -2.320], [5.149, 0.427, 4.586], [-1.589, 3.123, -1.878], [1.767, -3.755, 0.656], [1.547, -2.222, 1.418], [2.607, 0.461, 3.376], [3.684, 1.261, 2.858], [0.677, 0.336, -0.722], [1.571, -2.710, 3.086], [2.956, -1.340, 0.843], [4.992, -0.329, 7.196], [-0.116, -2.039, -1.748]], "multiplicity": 1, "gap_ev": 4.59, "charge": -2, "relative_energy_ev": 2.535}

No. 6
{"formula": "CH2N4S", "method": "ωB97M-V with the def2-TZVPD basis set", "symbols": ["N", "H", "N", "H", "C", "S", "N", "N"], "positions_angstrom": [[0.117, 1.606, -0.057], [-1.588, -0.720, -1.050], [0.811, 0.484, 0.401], [1.341, 0.561, 1.320], [0.279, -0.698, 0.100], [0.845, -2.282, 0.381], [-0.876, -0.167, -0.552], [-0.929, 1.216, -0.542]], "multiplicity": 1, "gap_ev": 9.57, "smiles": "S=c1[nH]nn[nH]1", "charge": 0, "relative_energy_ev": 0.633}

No. 7
{"formula": "C45H73BN10O9Pb", "method": "ωB97M-V with the def2-TZVPD basis set", "symbols": ["H", "H", "C", "H", "H", "H", "H", "C", "N", "C", "H", "H", "H", "C", "H", "C", "N", "Pb", "H", "O", "C", "C", "C", "H", "O", "H", "H", "H", "C", "O", "H", "H", "H", "H", "H", "C", "H", "C", "B", "C", "C", "H", "H", "H", "C", "N", "H", "H", "C", "H", "H", "O", "O", "H", "C", "H", "H", "C", "C", "H", "H", "H", "H", "C", "H", "N", "C", "C", "C", "C", "H", "H", "C", "C", "O", "H", "H", "H", "H", "C", "H", "C", "N", "H", "C", "C", "C", "H", "C", "H", "C", "H", "C", "C", "C", "H", "H", "H", "H", "H", "O", "N", "H", "H", "C", "H", "H", "H", "C", "H", "H", "C", "C", "H", "O", "N", "H", "H", "C", "H", "O", "H", "H", "N", "H", "H", "H", "C", "H", "N", "H", "C", "H", "C", "C", "N", "H", "C", "H"], "positions_angstrom": [[-18.555, 8.607, -16.413], [-21.900, 0.061, -20.733], [-18.268, 8.353, -23.622], [-17.772, 8.614, -14.055], [-19.821, 1.475, -25.940], [-17.853, -1.912, -21.790], [-17.127, 6.952, -14.170], [-23.073, 5.190, -23.239], [-19.341, 0.155, -28.737], [-17.732, 6.657, -16.876], [-14.518, 0.031, -25.126], [-19.478, -0.069, -21.729], [-16.565, 10.344, -24.901], [-22.219, 4.320, -22.270], [-22.424, 1.773, -18.347], [-18.528, 9.683, -24.286], [-16.107, 0.915, -22.526], [-15.692, 1.864, -17.285], [-22.319, 1.320, -25.588], [-13.721, 2.895, -18.467], [-18.246, 7.721, -15.864], [-20.425, 0.709, -26.426], [-12.593, 6.533, -24.019], [-18.794, -2.698, -23.066], [-16.733, 5.290, -25.328], [-23.758, 5.809, -18.019], [-23.084, -0.556, -19.515], [-14.580, 0.579, -28.198], [-21.945, 1.025, -26.568], [-18.197, 3.132, -23.080], [-22.982, 4.057, -21.530], [-23.556, 5.946, -22.623], [-14.567, 4.822, -18.568], [-24.075, 7.419, -17.819], [-19.079, 4.574, -26.278], [-18.095, 5.084, -28.045], [-11.511, 5.958, -25.808], [-13.938, 4.482, -23.355], [-17.789, 4.269, -22.209], [-15.974, 8.500, -14.999], [-17.962, 8.324, -22.194], [-17.533, 5.678, -16.436], [-17.723, 11.608, -24.561], [-20.272, -0.731, -23.122], [-17.224, 4.812, -24.349], [-14.956, 9.003, -15.155], [-20.256, 8.165, -18.504], [-19.395, -2.532, -21.330], [-21.807, 3.018, -22.829], [-18.137, -0.727, -24.433], [-19.115, 7.223, -15.427], [-18.880, 4.798, -21.384], [-17.412, 5.340, -23.147], [-17.334, 5.787, -27.715], [-19.305, -0.679, -22.616], [-19.025, 7.591, -23.814], [-20.156, 4.504, -27.622], [-13.740, 4.203, -18.944], [-18.309, -0.060, -23.587], [-15.263, 2.449, -26.733], [-21.524, 6.438, -24.176], [-12.867, 4.794, -18.639], [-10.494, 6.559, -24.603], [-13.890, 5.712, -24.135], [-20.434, -0.197, -25.815], [-13.990, 3.490, -22.778], [-21.500, 8.276, -20.205], [-11.368, 5.914, -24.728], [-19.782, 0.381, -27.701], [-18.413, 5.330, -29.515], [-22.028, 3.133, -27.120], [-18.484, 6.478, -17.643], [-18.867, -2.085, -22.169], [-14.311, -0.045, -27.347], [-16.769, 3.332, -19.085], [-20.924, 2.595, -20.278], [-17.375, 7.938, -24.102], [-23.725, 7.040, -19.421], [-19.877, 1.133, -19.970], [-17.244, 3.880, -20.066], [-23.856, 4.547, -23.647], [-23.816, 0.986, -20.438], [-12.175, 2.596, -25.859], [-16.820, 7.080, -17.300], [-17.067, 0.489, -22.991], [-17.343, 10.648, -24.203], [-17.265, 7.891, -14.702], [-21.469, 6.097, -18.305], [-22.589, 0.326, -19.932], [-20.061, 2.298, -18.709], [-22.293, 2.156, -27.527], [-21.776, 7.082, -16.913], [-13.287, 2.307, -25.885], [-19.368, 5.119, -27.174], [-23.418, 6.766, -18.415], [-17.479, 5.304, -30.082], [-12.850, 7.494, -24.471], [-21.700, 9.039, -18.204], [-18.750, 0.821, -24.057], [-21.314, 0.342, -18.260], [-16.725, 3.906, -21.237], [-21.481, 2.001, -23.255], [-21.909, 4.936, -25.079], [-22.419, 0.081, -26.838], [-17.702, 3.341, -24.285], [-23.067, 6.222, -25.057], [-11.118, 4.947, -24.299], [-19.160, 4.692, -29.987], [-21.319, 8.176, -18.757], [-14.158, 5.578, -25.182], [-17.740, 4.065, -27.884], [-14.960, 0.443, -26.035], [-21.971, 7.016, -17.980], [-13.237, -0.146, -27.216], [-17.828, 2.691, -25.287], [-21.701, 8.361, -21.332], [-18.680, 9.446, -25.344], [-17.025, 10.846, -23.181], [-21.749, 1.116, -18.893], [-13.796, 4.305, -20.033], [-19.380, 4.709, -19.213], [-15.096, 2.209, -24.941], [-21.768, 2.083, -28.482], [-20.598, 7.418, -27.015], [-19.496, 10.148, -24.092], [-16.007, 0.143, -26.014], [-14.717, 6.312, -23.741], [-20.046, 6.414, -27.057], [-23.370, 2.113, -27.690], [-17.775, 8.206, -21.066], [-18.774, 6.350, -29.676], [-18.607, 4.569, -20.119], [-14.794, -1.005, -27.550], [-14.703, 1.970, -25.933], [-22.306, 5.732, -24.445], [-24.729, 1.566, -20.825], [-12.268, 6.803, -23.013], [-20.584, 1.855, -19.559], [-21.404, 4.848, -21.778]], "multiplicity": 1, "gap_ev": 6.32, "charge": 0, "relative_energy_ev": 0.000}

No. 8
{"formula": "C20H11F5N5STi", "method": "ωB97M-V with the def2-TZVPD basis set", "symbols": ["C", "N", "C", "N", "C", "H", "H", "F", "C", "H", "C", "C", "F", "H", "C", "N", "N", "C", "H", "C", "C", "C", "C", "C", "H", "Ti", "H", "C", "F", "S", "C", "H", "F", "H", "C", "H", "C", "N", "C", "F", "C", "C", "H"], "positions_angstrom": [[1.920, -2.634, -0.473], [-1.770, 1.631, -0.068], [2.561, -3.619, 0.284], [0.393, 0.930, 0.343], [3.900, -3.486, 0.577], [-5.623, -1.495, -0.539], [3.102, 2.777, 0.590], [1.934, -4.798, 0.398], [1.625, 5.073, 0.128], [-3.828, -5.329, 0.414], [-3.181, -0.086, -0.436], [1.262, 3.708, 0.360], [4.614, -0.230, -0.852], [-3.889, 0.637, -0.928], [-4.757, -2.110, -0.306], [-2.400, -2.195, 0.344], [2.101, 2.607, 0.600], [-1.066, 4.323, 0.081], [2.660, 5.387, 0.124], [-0.719, 5.648, -0.193], [-2.553, -3.574, 0.525], [4.022, -1.363, -0.439], [-4.828, -3.490, -0.183], [-0.091, 3.351, 0.311], [-1.665, -4.123, 0.883], [-0.541, -1.154, 0.392], [-1.469, 6.404, -0.452], [-3.740, -4.227, 0.287], [4.490, -4.497, 1.246], [0.285, -2.726, -0.996], [0.641, 5.963, -0.256], [2.433, 0.547, 0.475], [2.187, -0.710, -1.800], [-5.783, -3.987, -0.360], [-0.557, 1.935, 0.207], [-2.057, 3.933, 0.040], [1.654, 1.314, 0.420], [-1.961, 0.303, -0.098], [-3.493, -1.448, -0.123], [5.939, -2.281, 0.687], [2.714, -1.529, -0.896], [4.654, -2.363, 0.220], [0.880, 6.985, -0.539]], "multiplicity": 2, "gap_ev": [6.46, 6.45], "charge": 2, "relative_energy_ev": 0.121}

Asked for energy across the records above, the calculation gives -37197.5080, -8372.4639, -92377.5642, -212918.8410, -112622.3605, -17863.1734, -87101.0579, -75890.8389 eV in order.